52
Properties=species:S:1:pos:R:3:forces:R:3 method="wB97M-V/def2-TZVPD" energy_ev=-32811.7467 total_charge=-1 gap_ha=0.344 de_lowest_kcal_mol=0.2
C 2.792 -0.917 1.738 -0.3 0.8 1.0
O 2.114 -0.767 2.993 -0.2 -0.4 0.2
C 2.140 -0.154 0.610 -0.8 -0.5 -0.5
C 3.094 0.051 -0.565 0.0 0.2 -0.6
C 3.633 1.495 -0.634 0.2 -0.5 0.0
N 2.637 2.510 -0.980 0.1 0.2 0.4
H 3.759 -0.479 1.984 0.3 -0.1 -0.4
H 2.905 -1.971 1.527 0.1 -0.4 -0.3
H 1.203 -0.667 0.302 0.5 0.1 0.1
H 1.790 0.812 0.966 0.1 0.2 0.2
H 3.931 -0.655 -0.536 0.1 0.1 0.3
H 2.631 -0.171 -1.543 -0.2 0.2 0.3
H 4.419 1.495 -1.400 0.0 0.2 0.1
H 4.110 1.756 0.327 -0.2 0.0 -0.3
H 2.151 2.878 -0.165 0.2 -0.2 -0.1
H 1.931 2.131 -1.596 0.0 -0.2 0.1
H 1.153 -0.708 2.904 0.1 -0.1 -0.3
H -0.549 1.071 2.749 0.0 0.3 0.2
O -0.153 1.962 2.681 -0.5 -0.5 -0.3
H -2.937 1.361 -1.825 0.0 0.0 0.0
H -2.253 2.873 0.865 -0.1 0.0 -0.1
O -2.242 0.889 -1.354 0.5 -0.1 -0.3
H -2.606 -0.103 2.202 0.5 -0.2 0.6
H -2.014 -1.487 2.382 0.2 0.3 0.4
O -1.991 -0.599 2.805 -0.2 0.2 -0.5
H -1.374 0.267 -4.010 -0.1 -0.1 0.1
H -1.434 0.446 -2.327 0.2 -0.2 -0.7
O -0.844 0.024 -3.242 -0.6 0.6 0.9
H 1.218 2.250 -3.376 0.1 0.0 -0.6
H 0.413 1.075 -3.873 0.2 0.0 0.0
O 1.084 1.722 -4.179 -0.1 0.2 0.5
H -2.997 0.608 0.173 -0.6 0.0 0.5
H -4.161 -0.262 0.751 0.1 0.1 -0.1
O -3.592 0.487 0.964 0.0 0.4 -0.4
H -0.922 -1.513 -3.104 -0.1 -0.6 -0.1
H -0.426 -2.898 -3.668 -0.1 0.0 0.0
O -1.074 -2.523 -3.064 0.1 0.4 0.0
H 1.030 -3.217 -0.927 -0.1 0.1 0.0
H -0.313 -3.322 -1.702 0.3 0.0 0.2
O 0.285 -3.804 -1.089 -0.2 -0.1 0.1
H -2.752 -0.656 -1.061 -0.3 -0.8 -0.3
H -2.754 -2.135 -1.603 0.0 0.1 0.0
O -3.175 -1.564 -0.945 0.3 0.3 -0.1
H -1.643 -3.387 0.928 -0.1 0.3 0.1
H -2.727 -2.333 0.604 0.2 -0.2 -0.1
O -2.330 -2.842 1.343 0.1 -0.5 -0.2
H -1.605 2.051 -0.289 0.1 0.6 0.5
H -0.549 2.293 1.844 0.3 0.0 0.2
O -1.414 2.756 0.407 -0.2 -0.4 -0.6
H 1.581 2.101 3.191 0.5 -0.3 0.1
H 2.588 0.957 3.436 -0.3 0.3 0.0
O 2.517 1.926 3.437 0.0 0.3 -0.1

---

22
Properties=species:S:1:pos:R:3:forces:R:3 method="wB97M-V/def2-TZVPD" energy_ev=-6480.8401 total_charge=0 gap_ha=0.448 smiles=CC(C)C.CC de_lowest_kcal_mol=18.9
C 2.165 -0.092 -0.514 -0.9 -1.4 -0.3
C 1.548 1.066 0.279 0.4 0.3 0.4
C 0.291 0.674 1.046 -1.4 -0.9 0.4
C 2.522 1.736 1.263 0.7 -0.7 0.0
H 2.277 0.142 -1.573 0.6 0.2 0.1
H 1.484 -0.960 -0.573 -0.3 0.4 0.2
H 3.033 -0.593 -0.095 0.5 0.6 0.1
H 1.341 1.811 -0.487 -0.5 0.2 0.1
H -0.660 1.037 0.650 0.3 0.4 -0.2
H 0.066 -0.401 1.118 0.6 0.0 -0.4
H 0.278 0.931 2.103 0.3 0.6 0.1
H 3.409 2.130 0.773 0.0 0.2 -0.3
H 2.090 2.536 1.858 -0.3 0.0 -0.1
H 2.926 0.990 1.961 -0.3 0.0 0.0
C -2.751 -0.872 -0.446 1.1 1.1 0.7
C -2.926 -1.907 -1.522 -1.3 -0.8 -0.2
H -3.595 -0.231 -0.214 -0.6 -0.3 -0.2
H -2.419 -1.255 0.519 0.0 -0.2 -0.1
H -1.991 -0.133 -0.728 0.1 -0.3 0.0
H -2.817 -2.948 -1.202 0.5 0.2 0.2
H -3.975 -1.912 -1.824 0.1 0.2 -0.5
H -2.296 -1.749 -2.391 0.0 0.0 -0.1

---

12
Properties=species:S:1:pos:R:3:forces:R:3 method="wB97M-V/def2-TZVPD" energy_ev=-8338.5817 total_charge=0 gap_ha=0.340 smiles="CC1=COCO1" de_lowest_kcal_mol=43.3
C 1.149 1.190 0.593 0.3 0.0 0.0
C 0.431 0.007 0.092 0.2 0.0 0.3
C -0.109 -1.029 0.725 0.2 0.4 0.0
O -1.031 -1.659 -0.085 -0.1 0.6 -0.8
C -1.194 -0.628 -1.125 -0.4 -0.6 0.2
O 0.049 -0.020 -1.253 0.0 0.3 0.1
H 1.351 1.042 1.656 0.1 0.1 -0.1
H 2.076 1.360 0.045 0.1 0.1 0.1
H 0.513 2.079 0.485 0.2 -0.2 0.0
H 0.161 -1.420 1.700 -0.5 0.0 -0.2
H -1.517 -1.097 -2.054 0.1 0.0 0.1
H -1.879 0.176 -0.779 -0.2 -0.7 0.1

---

53
Properties=species:S:1:pos:R:3:forces:R:3 method="wB97M-V/def2-TZVPD" energy_ev=-29347.0053 total_charge=-1 gap_ha="0.216 / 0.215" spin_multiplicity=2 de_lowest_kcal_mol=0.0
C 3.629 4.972 -0.589 0.1 0.0 0.0
N 2.282 5.146 -0.043 -0.1 0.0 0.0
C 1.365 4.035 -0.423 0.1 0.1 0.0
In 1.796 2.118 0.609 -0.2 0.1 0.2
O 3.779 1.637 0.090 0.0 -0.2 0.1
C 3.963 0.889 -1.052 0.0 0.0 0.0
C 5.468 0.549 -1.284 0.0 0.0 0.0
C 5.918 0.830 -2.702 -0.1 0.0 -0.1
O 6.322 1.309 -0.442 0.4 -0.3 -0.2
H 3.928 5.843 -1.184 0.0 0.0 0.0
H 4.380 4.815 0.191 0.0 0.0 0.0
H 3.687 4.088 -1.230 0.0 0.0 0.0
H 2.352 5.138 0.966 0.0 0.0 0.0
H 1.402 3.956 -1.515 -0.1 0.0 0.0
H 0.343 4.350 -0.180 0.0 0.0 0.0
H 0.748 0.760 0.231 0.1 -0.1 -0.1
H 1.861 2.472 2.352 0.1 0.0 0.0
H 3.422 -0.076 -0.997 0.0 0.0 -0.1
H 3.579 1.389 -1.967 0.0 0.1 0.1
H 5.606 -0.523 -1.072 0.1 0.1 0.0
H 5.273 0.322 -3.423 0.0 0.0 0.0
H 6.949 0.509 -2.867 0.0 0.0 0.0
H 5.857 1.907 -2.882 0.0 0.0 0.0
H 6.085 1.101 0.464 -0.4 0.3 0.1
C -4.609 -0.472 0.484 0.0 0.0 0.0
C -3.477 -1.137 -0.300 0.1 0.1 0.1
C -3.919 -2.478 -0.900 0.0 0.0 0.0
C -4.122 -3.564 0.154 0.0 0.0 0.0
C -2.871 -3.752 1.011 0.0 0.0 0.0
C -2.344 -2.450 1.635 0.1 0.1 0.0
N -2.272 -1.408 0.556 -0.1 -0.3 -0.1
O -1.168 -1.396 -0.083 0.0 0.0 0.0
C -3.218 -2.003 2.809 0.0 0.1 0.0
C -0.927 -2.651 2.165 -0.1 -0.1 0.0
C -3.048 -0.172 -1.402 0.0 -0.1 0.0
H -5.322 -0.062 -0.233 0.0 0.0 0.0
H -5.156 -1.151 1.131 0.0 0.0 0.0
H -4.222 0.350 1.088 0.0 0.0 0.0
H -3.145 -2.801 -1.603 0.0 0.0 0.0
H -4.836 -2.318 -1.475 0.0 0.0 0.0
H -4.986 -3.332 0.783 0.0 0.0 0.0
H -4.354 -4.508 -0.345 0.0 0.0 0.0
H -3.069 -4.461 1.821 0.0 0.0 0.0
H -2.075 -4.181 0.395 0.0 0.1 0.0
H -2.940 -0.997 3.126 0.0 0.0 0.0
H -3.043 -2.685 3.642 0.0 0.0 0.0
H -4.282 -2.019 2.595 0.0 0.0 0.0
H -0.267 -3.049 1.400 0.0 0.0 0.0
H -0.968 -3.346 3.007 0.0 0.0 0.0
H -0.506 -1.704 2.503 0.0 0.0 0.0
H -2.652 0.749 -0.972 0.0 0.0 0.0
H -3.922 0.066 -2.012 0.0 0.0 0.0
H -2.273 -0.602 -2.029 0.0 0.0 0.0

---

71
Properties=species:S:1:pos:R:3:forces:R:3 method="wB97M-V/def2-TZVPD" energy_ev=-80397.7533 total_charge=-1 gap_ha="0.244 / 0.231" spin_multiplicity=3 de_lowest_kcal_mol=81.2
W -0.371 -0.256 0.096 0.2 0.3 -0.4
C 3.439 1.044 -0.068 0.0 0.0 0.0
C 2.377 0.954 -0.931 0.1 -0.1 0.0
C 1.210 1.521 -0.294 -0.1 0.0 0.0
C 1.679 2.048 0.969 0.0 0.0 0.1
C 3.002 1.724 1.114 0.0 0.0 0.0
H 4.437 0.662 -0.241 0.0 0.0 0.0
H 2.386 0.532 -1.927 0.0 0.0 0.0
H 0.502 2.078 -0.898 0.0 0.0 0.0
H 1.069 2.573 1.690 0.0 0.0 0.0
H 3.613 1.932 1.982 0.0 0.0 0.0
C -1.939 3.057 -2.781 0.0 0.0 0.1
Si -2.349 2.420 -1.056 -0.1 0.1 0.1
C -1.433 3.534 0.141 0.1 -0.1 -0.1
C -4.207 2.607 -0.783 0.0 0.0 0.0
N -1.774 0.744 -0.989 0.0 0.0 0.0
C -2.122 -0.078 -2.076 0.0 -0.2 0.0
C -3.339 0.003 -2.751 0.0 0.0 -0.1
C -3.593 -0.775 -3.869 0.0 0.0 0.0
C -2.630 -1.668 -4.316 0.0 0.0 0.0
C -1.435 -1.806 -3.627 0.0 0.1 -0.1
C -1.162 -1.040 -2.490 -0.1 0.0 0.1
N -0.007 -1.140 -1.693 0.0 0.0 0.1
Si 1.215 -2.346 -2.116 0.0 0.0 0.0
C 2.591 -2.565 -0.871 -0.1 0.0 -0.1
C 0.411 -4.052 -2.188 0.0 0.0 0.0
C 2.037 -1.870 -3.744 0.0 0.0 0.1
H -2.196 4.118 -2.838 0.0 0.0 0.0
H -2.471 2.533 -3.574 0.0 0.0 0.0
H -0.867 2.965 -2.971 0.0 0.0 0.0
H -2.096 4.347 0.444 0.0 0.0 0.0
H -0.559 3.973 -0.342 0.0 0.0 0.0
H -1.107 3.033 1.047 0.0 0.1 -0.1
H -4.402 3.541 -0.253 0.0 0.0 0.0
H -4.613 1.798 -0.177 0.0 0.0 -0.1
H -4.749 2.648 -1.730 0.0 0.0 0.0
H -4.095 0.684 -2.389 0.0 0.0 0.0
H -4.541 -0.687 -4.385 0.0 0.0 0.0
H -2.811 -2.276 -5.193 0.0 0.0 0.0
H -0.715 -2.526 -3.985 0.0 0.1 0.0
H 2.251 -3.000 0.066 0.0 0.0 0.0
H 3.132 -1.648 -0.650 0.0 0.1 0.0
H 3.287 -3.274 -1.331 0.0 0.0 0.0
H 0.182 -4.369 -1.168 0.0 0.0 0.0
H 1.119 -4.774 -2.603 0.0 0.0 0.0
H -0.511 -4.105 -2.763 0.0 -0.1 0.1
H 2.851 -1.171 -3.542 0.0 0.0 0.0
H 1.358 -1.391 -4.447 -0.1 0.0 0.0
H 2.471 -2.748 -4.229 0.0 0.0 0.0
S -2.368 -3.107 0.737 0.1 0.2 0.0
C -1.542 -1.825 0.531 -0.1 -0.2 0.1
C 2.659 -1.007 3.448 -0.1 0.0 0.0
C 1.195 -0.727 3.098 -0.1 0.0 0.0
C 0.305 -1.521 4.051 0.0 0.0 0.0
C 0.898 -1.105 1.647 0.1 -0.2 0.1
H 2.872 -0.739 4.487 0.0 0.0 0.0
H 3.334 -0.454 2.800 0.1 0.1 -0.1
H 2.872 -2.075 3.330 0.0 0.0 0.0
H 0.996 0.340 3.238 0.0 0.0 0.0
H 0.520 -2.591 3.952 0.0 0.0 0.0
H -0.750 -1.364 3.850 0.0 0.0 0.0
H 0.501 -1.237 5.088 0.0 0.0 0.0
H 0.859 -2.203 1.596 0.0 0.0 0.0
H 1.756 -0.791 1.005 0.0 0.0 0.1
F -1.210 0.912 1.816 -0.1 0.0 0.1
P -2.638 0.982 2.840 0.0 0.0 0.0
F -3.922 1.056 3.775 -0.1 0.0 0.0
F -3.519 0.815 1.505 0.1 0.0 0.2
F -2.560 -0.615 2.966 0.0 0.0 -0.1
F -2.622 2.568 2.628 0.0 0.0 0.0
F -1.630 1.134 4.070 0.0 0.0 0.0